This record from the OMol25 dataset describes the molecule C9H16Cl2OSi. The level of theory is wB97M-V/def2-TZVPD.

The geometry in ORCA input format:
```
! wB97M-V def2-TZVPD RIJCOSX def2/J DEFGRID3
* xyz 0 1
C 1.265 -0.539 -2.356
C 0.643 0.558 -3.206
C -0.881 0.817 -3.008
C -1.260 1.341 -1.623
O -0.422 2.441 -1.258
C -1.178 0.321 -0.638
C -0.856 -0.434 0.260
Si -0.166 -0.727 1.883
C 1.632 -1.130 1.969
C -1.022 -2.102 2.810
C -0.344 0.858 2.944
Cl 0.284 2.234 2.004
Cl 0.463 0.856 4.527
H 2.233 -0.868 -2.712
H 1.383 -0.184 -1.328
H 0.614 -1.410 -2.282
H 1.164 1.492 -2.966
H 0.886 0.383 -4.286
H -1.472 -0.075 -3.262
H -1.234 1.575 -3.710
H -2.286 1.749 -1.567
H -0.354 2.443 -0.274
H 2.158 -0.199 1.926
H 1.972 -1.726 1.132
H 1.829 -1.619 2.938
H -0.895 -1.968 3.878
H -2.075 -2.019 2.544
H -0.669 -3.094 2.552
H -1.411 1.026 3.109
*
```

Properties
Structure (SMILES)   CCC[C@H](O)C#C[Si](C)(C)C(Cl)Cl
Energy   -1637.6084 Ha
Kohn-Sham gap   10.512 eV

***

This record from the OMol25 dataset describes a structure of composition C9H16Cl3N3O3PdS. The level of theory is wB97M-V/def2-TZVPD.

The geometry in ORCA input format:
```
! wB97M-V def2-TZVPD RIJCOSX def2/J DEFGRID3
* xyz 0 3
Pd -0.039 -0.360 -0.450
C -2.085 0.037 -0.451
H -2.136 0.851 0.275
H -2.658 -0.823 -0.099
H -2.398 0.374 -1.438
Cl 3.636 -0.726 3.507
C 1.932 -1.164 3.408
Cl 1.015 -0.223 4.589
Cl 1.766 -2.905 3.773
C 1.332 -0.943 1.983
O 2.114 -0.609 1.077
O 0.116 -1.174 1.885
C -1.989 -2.902 -2.467
N -1.084 -3.343 -1.435
C -1.580 -4.057 -0.257
C -0.340 -4.139 0.660
N 0.686 -3.473 -0.141
C 0.160 -2.919 -1.247
S 0.994 -1.752 -2.182
H -2.459 -3.767 -2.937
H -1.429 -2.336 -3.208
H -2.759 -2.260 -2.033
H -1.971 -5.036 -0.539
H -2.389 -3.476 0.195
H -0.052 -5.169 0.867
H -0.483 -3.601 1.597
H 1.485 -3.005 0.265
C 1.891 3.480 -1.909
C 1.653 2.174 -1.202
N 2.713 1.555 -0.677
O 0.504 1.722 -1.104
H 2.867 3.517 -2.389
H 1.838 4.288 -1.178
H 1.108 3.630 -2.647
H 3.612 2.000 -0.728
H 2.584 0.754 -0.058
*
```

Properties
Energy   -2649.1728 Ha
<S²>   2.005
Kohn-Sham gap (spin up / spin down)   7.949 / 7.732 eV

***

This record from the OMol25 dataset describes a structure of composition C9H16F26K3NO13P4S2. The level of theory is wB97M-V/def2-TZVPD.

The geometry in ORCA input format:
```
! wB97M-V def2-TZVPD RIJCOSX def2/J DEFGRID3
* xyz -2 1
K 3.372 -3.868 -17.734
K 4.773 -0.242 -19.733
K -2.030 -0.540 -15.980
N 2.891 -1.128 -17.859
S 3.026 -0.406 -16.527
O 2.209 -0.793 -15.432
O 3.405 1.009 -16.488
F 4.469 -1.046 -16.180
S 1.528 -0.232 -18.386
O 1.865 0.949 -19.163
O 0.418 -0.134 -17.503
F 1.037 -1.205 -19.495
P 2.953 -1.532 -23.159
F 1.650 -2.030 -23.934
F 3.544 -3.038 -23.124
F 3.676 -1.239 -24.563
F 4.267 -1.018 -22.314
F 2.467 0.035 -23.141
F 2.247 -1.780 -21.741
P 1.117 -5.435 -20.867
F 0.911 -3.947 -20.315
F -0.501 -5.726 -20.772
F 1.021 -4.889 -22.372
F 1.226 -6.991 -21.369
F 2.729 -5.225 -20.887
F 1.322 -5.959 -19.324
P -3.281 -1.873 -19.483
F -4.863 -1.854 -19.903
F -3.030 -0.703 -20.602
F -3.489 -0.702 -18.399
F -1.703 -1.946 -19.188
F -3.581 -2.907 -18.274
F -3.071 -3.000 -20.632
P 0.196 -3.802 -15.226
F 1.722 -3.942 -14.693
F 0.774 -3.197 -16.596
F 0.337 -5.300 -15.903
F -1.310 -3.702 -15.745
F -0.369 -4.453 -13.833
F 0.035 -2.317 -14.625
C 2.050 3.872 -15.871
C 3.449 4.494 -16.101
O 3.486 5.624 -15.236
C 2.441 5.555 -14.405
O 2.295 6.200 -13.412
O 1.552 4.609 -14.759
H 2.171 2.837 -15.560
H 1.485 3.868 -16.802
H 3.714 4.687 -17.140
H 4.181 3.748 -15.781
C 4.307 7.834 -19.377
O 3.388 6.777 -19.512
C 2.354 6.703 -18.650
O 2.113 7.482 -17.782
O 1.637 5.627 -18.903
C 1.815 4.616 -19.891
H 4.019 8.609 -18.667
H 4.287 8.358 -20.340
H 5.323 7.479 -19.211
H 0.820 4.236 -20.093
H 2.452 3.796 -19.567
H 2.245 5.073 -20.782
C -0.995 2.032 -20.647
O -0.309 2.190 -21.859
C -0.436 1.213 -22.798
O -0.854 0.130 -22.538
O 0.022 1.652 -23.948
C -0.043 0.726 -25.030
H -0.686 2.874 -20.031
H -0.786 1.074 -20.169
H -2.086 2.047 -20.743
H -1.061 0.400 -25.243
H 0.546 -0.148 -24.750
H 0.376 1.212 -25.906
*
```

Properties
Energy   -7944.7217 Ha
Kohn-Sham gap   7.988 eV

***

This record from the OMol25 dataset describes a cluster of 2 separate species, C9H16IOP in total. The level of theory is wB97M-V/def2-TZVPD.

The geometry in ORCA input format:
```
! wB97M-V def2-TZVPD RIJCOSX def2/J DEFGRID3
* xyz 0 1
C -1.221 2.454 1.670
C -2.815 0.790 0.552
C -0.049 2.001 0.735
C -1.652 0.328 -0.399
C -1.065 -0.003 1.831
C -2.019 1.158 1.847
C -0.472 0.557 0.506
C 3.501 -2.218 -2.310
C 2.812 -1.616 -1.113
O 0.924 -0.926 -2.777
P 0.967 -1.380 -1.384
I 0.109 -3.663 -1.282
H -0.806 2.735 2.571
H -1.662 3.252 1.174
H -3.417 1.795 0.359
H -3.419 -0.109 0.800
H 0.033 2.515 -0.224
H 0.875 2.207 1.258
H -1.691 -0.804 -0.698
H -1.586 0.666 -1.406
H -0.520 -0.010 2.780
H -1.517 -0.941 1.697
H -2.641 1.179 2.636
H 4.560 -2.577 -2.009
H 2.918 -3.130 -2.683
H 3.706 -1.541 -3.159
H 3.146 -0.626 -0.761
H 3.003 -2.092 -0.211
*
```

Properties
Energy   -1066.6948 Ha
Kohn-Sham gap (spin up / spin down)   6.450 / 8.073 eV

***

This record from the OMol25 dataset describes a structure of composition C9H16IrN2PS. The level of theory is wB97M-V/def2-TZVPD.

The geometry in ORCA input format:
```
! wB97M-V def2-TZVPD RIJCOSX def2/J DEFGRID3
* xyz 1 6
C -0.845 0.893 -1.918
C 0.249 0.088 -2.385
C 1.448 0.595 -1.823
C 1.113 1.755 -1.016
C -0.298 1.968 -1.112
Ir 0.022 0.031 -0.074
P -1.562 -1.441 0.556
H -1.885 0.804 -2.206
H 0.178 -0.756 -3.069
H 2.453 0.203 -1.988
H -0.848 2.816 -0.698
H 1.809 2.383 -0.463
H -1.192 -2.686 1.217
H -2.417 -2.021 -0.475
H -2.617 -1.034 1.468
S 2.150 0.392 1.008
C 2.019 -0.492 2.483
N 1.337 -1.626 2.497
C 0.998 -2.331 3.760
C 1.353 -1.463 4.941
C 2.734 -0.867 4.764
N 2.629 -0.024 3.549
H 1.020 -2.082 1.613
H 1.570 -3.266 3.761
H -0.065 -2.578 3.779
H 1.317 -2.051 5.853
H 0.636 -0.642 5.048
H 3.456 -1.659 4.571
H 3.067 -0.269 5.608
H 3.056 0.910 3.589
*
```

Properties
Energy   -1305.4179 Ha
<S²>   8.766
Kohn-Sham gap (spin up / spin down)   4.791 / 5.799 eV

***

This record from the OMol25 dataset describes a cluster of 2 separate species, C9H16N2O2 in total. The level of theory is wB97M-V/def2-TZVPD.

The geometry in ORCA input format:
```
! wB97M-V def2-TZVPD RIJCOSX def2/J DEFGRID3
* xyz 0 1
O 1.619 0.893 2.065
C 2.804 0.887 1.853
C 3.469 0.488 0.614
C 4.761 0.994 0.367
N 5.529 1.817 1.275
C 5.029 2.324 2.461
O 5.492 3.096 3.223
N 3.592 1.877 2.513
H 2.886 -0.012 -0.103
H 5.156 0.891 -0.626
H 6.664 1.873 1.075
H 3.137 2.093 3.324
C -2.669 -2.101 0.068
C -2.980 -1.019 -1.051
C -4.473 -0.701 -1.386
C -2.403 -1.628 -2.318
C -2.346 0.222 -0.843
H -3.058 -1.835 1.229
H -3.156 -3.105 -0.288
H -1.638 -2.085 0.191
H -4.608 0.319 -1.897
H -5.087 -1.476 -1.819
H -4.831 -0.546 -0.250
H -2.170 -0.839 -3.043
H -3.062 -2.543 -2.407
H -1.402 -2.027 -2.218
H -1.123 0.153 -0.887
H -2.704 1.368 -1.304
H -2.429 0.623 0.185
*
```

Properties
Structure (SMILES)   O=c1cc[nH]c(=O)[nH]1.CC(C)(C)C
Energy   -612.4103 Ha
Kohn-Sham gap   9.903 eV

***

This record from the OMol25 dataset describes a cluster of 2 separate species, C9H16N2OP in total. The level of theory is wB97M-V/def2-TZVPD.

The geometry in ORCA input format:
```
! wB97M-V def2-TZVPD RIJCOSX def2/J DEFGRID3
* xyz 1 1
C 3.738 2.435 -0.412
C 1.118 0.186 0.274
C -2.413 -0.624 -1.017
C -3.105 -0.862 0.374
C -1.059 -2.084 0.308
C -0.408 0.286 0.113
C -0.940 -0.924 -0.748
C -1.956 -1.229 1.254
C 3.389 0.423 -0.662
N 1.974 0.343 -0.775
N -1.008 -0.066 1.416
O 1.461 -0.212 1.374
P 2.404 3.271 -0.828
H 4.616 2.574 0.060
H -3.005 -1.211 -1.734
H -2.670 0.318 -1.413
H -3.789 0.015 0.632
H -3.834 -1.576 0.250
H -1.706 -2.924 0.091
H -0.063 -2.382 0.521
H -0.673 1.162 -0.520
H -0.359 -1.190 -1.490
H -2.179 -1.683 2.114
H 3.663 -0.048 0.209
H 4.051 0.234 -1.428
H 1.545 0.854 -1.555
H -0.061 -0.164 1.991
H -1.515 0.557 2.049
H 2.784 4.518 -0.445
*
```

Properties
Energy   -878.2501 Ha
Kohn-Sham gap   9.761 eV

***

This record from the OMol25 dataset describes a structure of composition C9H16N3. The level of theory is wB97M-V/def2-TZVPD.

The geometry in ORCA input format:
```
! wB97M-V def2-TZVPD RIJCOSX def2/J DEFGRID3
* xyz 1 1
C 1.416 -1.309 1.096
C 1.910 -0.865 -0.222
C 0.472 -0.692 1.825
C 1.650 0.339 -0.809
C -0.333 0.383 1.153
C -1.860 0.608 -0.694
C 0.061 -0.969 3.154
C 2.508 0.893 -1.873
C -2.973 -0.025 -1.590
N -1.520 -0.138 0.577
N -0.622 0.824 -1.364
N 0.423 1.034 -0.401
H 1.972 -2.142 1.549
H 2.755 -1.532 -0.635
H -0.661 1.259 1.729
H -2.299 1.525 -0.479
H 0.425 -0.408 3.973
H 0.365 -1.977 3.585
H -0.986 -0.862 3.435
H 2.285 1.961 -2.180
H 2.550 0.347 -2.836
H 3.548 1.021 -1.614
H -3.978 0.027 -1.024
H -2.820 -1.076 -1.959
H -3.014 0.635 -2.579
H -1.445 -1.100 0.427
H -0.292 0.112 -1.889
H 0.464 2.127 -0.355
*
```

Properties
Energy   -516.4420 Ha
Kohn-Sham gap   9.029 eV